1.
Computed, not measured: an isolated molecule of C28H31N5O, with ωB97M-V/def2-TZVPD.

* Kohn-Sham gap: 0.30526 Ha
* total charge: 0
* SMILES: Cc1cn([C@H](/C=C/N2[C@H](Cc3ccccc3)C(=O)N(C)C2(C)C)c2ccc(C#N)cc2)c(C)n1

CARTESIAN COORDINATES (ANGSTROEM)
C1 -3.68420 -3.52984 -2.82676
C2 -2.31299 -3.00275 -2.69965
C3 -1.74747 -1.76229 -2.35992
N1 -0.39387 -1.99234 -2.14798
C4 0.62012 -0.95427 -2.06610
C5 0.33653 0.12995 -1.05491
C6 0.48186 0.04867 0.28148
N2 0.42666 1.08254 1.19229
C7 0.49479 0.71809 2.61193
C8 -0.67532 -0.18933 3.04960
C9 -0.72055 -0.47848 4.53236
C10 -1.88361 -0.21228 5.26255
C11 -1.88341 -0.37452 6.65138
C12 -0.76191 -0.91088 7.29315
C13 0.37993 -1.23938 6.54942
C14 0.39563 -1.03044 5.16519
C15 0.53192 2.06086 3.32896
O1 0.63018 2.26037 4.53706
N3 0.45974 3.02221 2.36069
C16 0.47728 4.42038 2.72855
C17 0.52984 2.54276 0.97019
C18 -0.61875 3.16707 0.16943
C19 1.84301 3.00915 0.32729
C20 0.89623 -0.43977 -3.49630
C21 1.25680 -1.36831 -4.48120
C22 1.38233 -0.97545 -5.81969
C23 1.33363 0.38949 -6.13630
C24 1.77211 0.79947 -7.42723
N4 2.21946 1.07630 -8.47194
C25 0.96574 1.32198 -5.15820
C26 0.72762 0.89622 -3.84432
C27 -0.17990 -3.31713 -2.49526
C28 1.07102 -4.11518 -2.47977
N5 -1.30389 -3.91505 -2.82394
H1 -4.44638 -2.74726 -2.89606
H2 -3.71687 -4.17405 -3.71780
H3 -3.89443 -4.17034 -1.95416
H4 -2.22506 -0.80371 -2.26743
H5 1.57922 -1.40093 -1.76228
H6 0.12074 1.10199 -1.48344
H7 0.59770 -0.94578 0.75927
H8 1.44797 0.19106 2.81086
H9 -1.62245 0.27481 2.72270
H10 -0.56680 -1.14201 2.50349
H11 -2.76842 0.15498 4.73837
H12 -2.75919 -0.07318 7.22958
H13 -0.77358 -1.06904 8.37542
H14 1.26454 -1.63946 7.04244
H15 1.28019 -1.27779 4.57417
H16 0.33544 4.49505 3.81190
H17 1.42948 4.89746 2.45394
H18 -0.33761 4.94888 2.22035
H19 -1.57855 3.04162 0.68674
H20 -0.42671 4.24313 0.05523
H21 -0.68524 2.73611 -0.83182
H22 2.67500 2.96325 1.04067
H23 2.07460 2.39550 -0.54717
H24 1.72672 4.05047 -0.00100
H25 1.37931 -2.42584 -4.23759
H26 1.55927 -1.71931 -6.59963
H27 0.85737 2.37661 -5.39400
H28 0.33731 1.61853 -3.12627
H29 1.97280 -3.51037 -2.44547
H30 1.03255 -4.77748 -1.60884
H31 1.06456 -4.75070 -3.37418

2.
Computed, not measured: an isolated molecule of C28H31N5O, with ωB97M-V/def2-TZVPD.

* Kohn-Sham gap: 0.30954 Ha
* total charge: 0
* SMILES: Nc1ncnc2c1c(-c1cccc(OCc3ccccc3)c1)cn2[C@H]1C[C@H](CN2CCCC2)C1

CARTESIAN COORDINATES (ANGSTROEM)
N1 2.10848 0.42119 -2.72314
C1 0.88172 0.15607 -2.19753
N2 0.05013 -0.55536 -2.95691
C2 -1.16189 -0.82670 -2.49518
N3 -1.69664 -0.44410 -1.35768
C3 -0.86463 0.25704 -0.58233
C4 0.47730 0.56541 -0.91304
C5 1.00375 1.32243 0.18147
C6 2.36552 1.81230 0.36048
C7 2.61822 3.05329 0.93544
C8 3.92435 3.47635 1.11206
C9 4.98244 2.68226 0.71801
C10 4.74102 1.43289 0.14440
O1 5.84385 0.71701 -0.21830
C11 5.65850 -0.50606 -0.90148
C12 5.02944 -1.59377 -0.06430
C13 4.13187 -2.49067 -0.62948
C14 3.56069 -3.48546 0.14361
C15 3.87752 -3.58902 1.48763
C16 4.77020 -2.69627 2.05574
C17 5.34624 -1.70440 1.28265
C18 3.43347 1.00268 -0.02505
C19 -0.02506 1.44178 1.07835
N4 -1.14905 0.80332 0.62916
C20 -2.39297 0.70090 1.33679
C21 -3.64944 1.03862 0.51194
C22 -4.14616 -0.41243 0.65964
C23 -5.49453 -0.62720 1.33512
N5 -6.58242 -0.60755 0.38538
C24 -6.83536 0.67788 -0.23650
C25 -8.19098 0.49666 -0.92631
C26 -8.86726 -0.64736 -0.14888
C27 -7.85961 -1.00586 0.94513
C28 -2.91890 -0.73432 1.53281
H1 2.63730 1.18208 -2.33004
H2 2.19919 0.24314 -3.71012
H3 -1.79365 -1.41338 -3.14940
H4 1.79390 3.68359 1.23239
H5 4.12075 4.44040 1.55783
H6 6.00380 3.00354 0.84655
H7 6.67283 -0.80635 -1.18946
H8 5.07218 -0.34843 -1.81768
H9 3.87335 -2.40474 -1.67580
H10 2.86140 -4.17629 -0.30362
H11 3.42662 -4.36263 2.09142
H12 5.01886 -2.77206 3.10409
H13 6.03974 -1.00166 1.72099
H14 3.21694 0.02276 -0.41689
H15 -0.02202 1.92402 2.03722
H16 -2.28871 1.27461 2.26087
H17 -4.28717 1.78648 0.97890
H18 -3.42939 1.33526 -0.50961
H19 -4.13439 -0.95105 -0.28626
H20 -5.63658 0.12299 2.13915
H21 -5.49449 -1.61835 1.80026
H22 -6.03727 0.92012 -0.93745
H23 -6.89573 1.48372 0.51856
H24 -8.77563 1.41485 -0.89643
H25 -8.05038 0.21789 -1.96904
H26 -9.03365 -1.50332 -0.80047
H27 -9.82530 -0.34951 0.27410
H28 -7.84956 -2.07195 1.17883
H29 -8.08640 -0.44913 1.87346
H30 -2.26388 -1.49777 1.12223
H31 -3.15424 -0.97610 2.56754

Which of them is the most stable? Correct choice: 2.

1.
Computed, not measured: a cluster of 3 separate species, C4H15NO3 in total, with ωB97M-V/def2-TZVPD.

* Kohn-Sham gap: 0.33998 Ha
* total charge: 0
* SMILES: C[C@H](N)CCO.O.O

CARTESIAN COORDINATES (ANGSTROEM)
C1 -2.45250 -0.12183 0.12245
C2 -1.19851 0.60862 0.47832
N1 -0.70947 1.30299 -0.77145
C3 0.04086 -0.04387 1.07291
C4 0.85271 0.75821 2.07636
O1 2.24930 0.64116 1.64867
H1 -3.06707 0.50876 -0.54949
H2 -3.16684 -0.11095 0.96318
H3 -2.24194 -1.10274 -0.31469
H4 -1.38594 1.56513 1.18143
H5 0.21759 1.68217 -0.83915
H6 -1.14703 1.29972 -1.67633
H7 -0.35386 -1.00010 1.55693
H8 0.68665 -0.41357 0.26410
H9 0.46440 1.76167 2.20751
H10 0.89780 0.30286 3.05617
H11 2.82522 0.87254 2.38108
O2 2.77410 -0.20898 -2.09213
H12 2.21771 -0.15496 -1.30983
H13 3.49258 -0.78928 -1.85123
O3 -0.62991 -2.62512 -2.34975
H14 -0.48739 -1.69136 -2.47875
H15 0.12153 -3.04107 -2.77631

2.
Computed, not measured: a cluster of 3 separate species, C4H15NO3 in total, with ωB97M-V/def2-TZVPD.

* Kohn-Sham gap: 0.34748 Ha
* total charge: 0
* SMILES: CN[C@H](C)CO.O.O

CARTESIAN COORDINATES (ANGSTROEM)
C1 1.72210 -0.24820 0.71203
N1 0.51903 -0.20150 -0.18242
C2 -0.85130 -0.24509 0.49037
C3 -1.69488 0.90435 -0.06772
C4 -0.80632 -0.41481 1.97927
O1 -2.06718 -0.70826 2.60080
H1 1.69934 -1.25371 1.11634
H2 1.53587 0.48382 1.48076
H3 2.55595 0.12510 0.10246
H4 0.45537 0.64857 -0.75389
H5 -1.30583 -1.29779 0.22309
H6 -2.72122 0.52070 0.02272
H7 -1.50791 1.26951 -1.11398
H8 -1.71340 1.77043 0.58502
H9 -0.21809 -1.29040 2.24985
H10 -0.48500 0.46984 2.54916
H11 -2.77439 -0.28792 2.08846
O2 1.57716 1.71553 -2.00197
H12 1.57243 0.71567 -2.08122
H13 2.20622 1.91962 -1.30912
O3 1.05693 -0.95745 -2.86495
H14 0.36448 -1.28144 -2.29130
H15 1.83104 -1.45045 -2.60285

Which of them is the most stable? Correct choice: 1.

1.
Computed, not measured: a cluster of 7 separate species, C5H24NO8 in total, with ωB97M-V/def2-TZVPD.

* Kohn-Sham gap: 0.30935 Ha
* total charge: -1

CARTESIAN COORDINATES (ANGSTROEM)
C1 -0.22806 0.41155 0.86271
N1 -0.90593 1.56042 1.50797
C2 -1.65015 2.35309 0.60654
O1 -2.73602 1.66512 -0.06361
C3 0.42569 -0.42034 2.00560
C4 1.87130 0.06829 2.13236
C5 2.79791 -0.36197 1.00244
O2 3.78996 0.72486 0.88473
H1 0.50993 0.90054 0.22396
H2 -0.83327 -0.29365 0.28377
H3 -1.40064 1.37295 2.36083
H4 -0.97451 2.81705 -0.11228
H5 -2.09330 3.14360 1.22347
H6 -2.39099 1.39579 -0.92533
H7 0.31965 -1.49114 2.00172
H8 -0.13998 -0.11573 2.88662
H9 1.87408 1.10302 2.47955
H10 2.32917 -0.39381 3.02618
H11 2.21634 -0.29892 0.07533
H12 3.31509 -1.30708 1.13894
H13 2.23026 1.05515 -2.51798
H14 3.47905 1.19594 0.10392
O3 1.44329 0.54373 -2.29578
H15 -1.99436 -0.98270 2.00187
H16 -2.86182 -0.09007 1.26690
O4 -2.72098 -0.38224 2.18594
H17 0.44490 -2.25552 -0.99626
H18 0.03172 -3.11031 0.28333
O5 0.29981 -2.22912 -0.00408
H19 1.96117 -2.53244 -1.92311
H20 1.47656 -0.94306 -2.23850
O6 1.33153 -1.96725 -2.39595
H21 -2.27486 -0.77360 -2.05927
H22 -1.50958 -2.03119 -1.75721
O7 -2.38537 -1.72302 -2.03496
H23 -0.51854 1.38305 -2.58133
H24 -0.27038 -0.05144 -2.73164
O8 -1.00309 0.57743 -2.81262

2.
Computed, not measured: a cluster of 8 separate species, C5H24NO8 in total, with ωB97M-V/def2-TZVPD.

* Kohn-Sham gap: 0.31783 Ha
* total charge: -1

CARTESIAN COORDINATES (ANGSTROEM)
N1 -1.68596 -0.15289 0.94308
C1 -1.94232 -0.64339 2.32974
C2 -0.67322 -1.27856 2.90670
C3 0.47396 -0.65517 2.06695
C4 -0.28790 -0.54185 0.72219
C5 -0.22440 -1.90754 -0.00518
O1 0.02981 -1.71692 -1.36208
H1 -2.08229 0.63594 0.70850
H2 -2.44886 0.03248 2.87702
H3 -2.83542 -1.34084 2.28975
H4 -0.70836 -1.18927 4.04477
H5 -0.82450 -2.38524 2.91082
H6 1.01124 0.32477 2.30215
H7 1.35551 -1.39185 2.06051
H8 0.21630 0.23353 0.10169
H9 0.44691 -2.70633 0.06462
H10 -1.31681 -2.26480 0.15128
H11 -3.59412 -1.10745 -0.45638
H12 -2.60198 -1.97594 -1.48761
O2 -3.40054 -2.01258 -0.95606
H13 1.58010 -0.77370 -1.80754
H14 1.72862 0.75547 -2.10406
O3 2.18726 -0.12373 -1.83078
H15 -1.39293 2.36171 -1.02283
H16 -1.28979 0.84925 -2.07030
O4 -0.74631 1.95882 -1.44834
H17 2.06562 3.07200 -1.57792
H18 0.59778 2.61004 -1.25101
O5 1.56260 2.60916 -1.00868
H19 3.36947 0.80512 0.32547
H20 2.84482 -0.51926 0.05860
O6 3.68540 -0.08983 0.30619
H21 -1.82758 -0.02293 -3.31683
H22 -0.61342 -1.12207 -1.89082
O7 -1.79696 -0.07349 -2.38628
H23 1.97587 2.78921 0.57316
H24 1.60710 3.15918 2.05125
O8 2.28646 3.24861 1.40376

Which of them is the most stable? Correct choice: 1.

1.
Computed, not measured: an isolated molecule of C4H4N2O3, with ωB97M-V/def2-TZVPD.

* Kohn-Sham gap: 0.30489 Ha
* total charge: 0
* SMILES: Cc1nnc(=O)oc1O

CARTESIAN COORDINATES (ANGSTROEM)
C1 0.00114 1.61743 1.03027
C2 -0.19153 0.34585 0.12249
N1 -1.45152 0.10986 0.02655
N2 -1.91262 -1.05639 -0.48985
C3 -0.93478 -1.87388 -1.18515
O1 -1.22282 -2.89727 -1.80503
O2 0.45362 -1.50677 -1.19794
C4 0.80182 -0.43319 -0.51136
O3 2.11158 -0.38077 -0.40258
H1 0.94621 2.27167 0.66471
H2 -0.99500 2.23717 1.13947
H3 0.19066 1.18048 2.21313
H4 2.20324 0.38582 0.39529

2.
Computed, not measured: an isolated molecule of C4H4N2O3, with ωB97M-V/def2-TZVPD.

* Kohn-Sham gap (spin up / spin down): 0.31178 / 0.23034 Ha
* total charge: 0

CARTESIAN COORDINATES (ANGSTROEM)
C1 -2.23244 -0.53477 -0.27802
C2 0.47609 0.15794 1.23270
C3 0.68910 -0.02466 -0.09256
C4 2.06348 0.39434 -0.57161
N1 -0.02690 -0.36185 -1.19233
N2 -1.82920 -0.05501 0.85119
O1 -2.53001 0.43862 1.76540
O2 0.60488 0.30748 2.36089
O3 -1.34186 -0.77908 -1.26368
H1 -3.28763 -1.02196 -0.54648
H2 2.77739 1.00593 0.11464
H3 2.69513 -0.50010 -0.98699
H4 1.94197 0.97312 -1.39316

Which of them is the most stable? Correct choice: 1.

1.
Computed, not measured: a cluster of 2 separate species, CH3ClN2 in total, with ωB97M-V/def2-TZVPD.

* Kohn-Sham gap: 0.34770 Ha
* total charge: 0
* SMILES: N=C=NCl.[H][H]

CARTESIAN COORDINATES (ANGSTROEM)
N1 0.77128 0.27675 -1.11740
C1 -0.42712 0.40514 -0.74391
N2 -1.59772 0.55140 -0.91453
Cl1 -3.26716 0.30385 -0.86068
H1 1.63048 0.16957 -1.56816
H2 0.55062 0.76366 1.35124
H3 0.58429 0.00808 1.42477

2.
Computed, not measured: a cluster of 2 separate species, CH3ClN2 in total, with ωB97M-V/def2-TZVPD.

* Kohn-Sham gap: 0.36978 Ha
* total charge: 0
* SMILES: N=C=NCl.[H][H]

CARTESIAN COORDINATES (ANGSTROEM)
N1 0.59801 0.72587 -1.13741
C1 -0.36388 0.12493 -0.64715
N2 -1.51005 -0.17655 -0.46765
Cl1 -2.46646 -1.54406 -0.88099
H1 1.36158 0.84877 -0.46824
H2 1.40908 -0.27359 1.70653
H3 0.97171 0.29462 1.89490

Which of them is the most stable? Correct choice: 2.

1.
Computed, not measured: an isolated molecule of C3H7N2P, with ωB97M-V/def2-TZVPD.

* Kohn-Sham gap: 0.35962 Ha
* total charge: 0
* SMILES: P[C@@H]1CCN=N1

CARTESIAN COORDINATES (ANGSTROEM)
P1 -2.30064 -0.06140 0.19015
C1 -0.49399 0.56120 -0.23698
C2 0.41243 -0.65209 -0.16840
C3 1.64352 -0.16814 0.67737
N1 1.42520 1.21255 0.84905
N2 0.32228 1.58361 0.53435
H1 -3.03738 0.85509 -0.58630
H2 -2.19565 -0.97586 -0.89936
H3 -0.68917 1.03835 -1.21888
H4 0.10160 -1.50672 0.31240
H5 0.57564 -0.87200 -1.24874
H6 1.55469 -0.67738 1.58381
H7 2.68146 -0.33722 0.21152

2.
Computed, not measured: a cluster of 2 separate species, C3H7N2P in total, with ωB97M-V/def2-TZVPD.

* Kohn-Sham gap: 0.36545 Ha
* total charge: 0

CARTESIAN COORDINATES (ANGSTROEM)
C1 4.42932 0.07892 -1.25328
C2 -0.82853 -0.07952 -0.20155
C3 -1.90269 -0.92729 0.43850
N1 3.52196 0.00266 -0.53653
N2 -0.63181 -0.10717 -1.43997
P1 -0.03825 0.93844 1.08044
H1 -1.36387 1.40817 1.33896
H2 -2.22783 -1.81616 -0.17059
H3 -1.50663 -1.41325 1.26072
H4 -2.83529 -0.55396 0.77207
H5 2.67670 0.05653 -0.03686
H6 0.26189 0.35034 -1.77210
H7 0.44502 2.06227 0.52018

3.
Computed, not measured: a structure of composition C3H7N2P, with ωB97M-V/def2-TZVPD.

* Kohn-Sham gap: 0.35941 Ha
* total charge: 0

CARTESIAN COORDINATES (ANGSTROEM)
C1 1.49560 0.76649 -0.05636
C2 1.68488 -0.66972 0.32573
C3 -2.09288 0.25040 0.06973
N1 0.38200 1.34558 -0.05707
N2 -0.75207 -0.05051 0.43814
P1 0.07108 -1.39929 -0.12888
H1 2.40523 1.34716 -0.30631
H2 2.44373 -1.02025 -0.44656
H3 1.75575 -0.83062 1.42890
H4 -2.68443 -0.45071 0.48146
H5 -2.49660 1.23368 0.67875
H6 -2.30534 0.36720 -0.97280
H7 0.09304 -0.88940 -1.45472

Which of them is the most stable? Correct choice: 1.